## w
Computed, not measured: a cluster of 3 separate species, C2H3ClO2 in total, with ωB97M-V with the def2-TZVPD basis set.

Structure (XYZ):
```
8
Properties=species:S:1:pos:R:3:lowdin_charge:R:1
C -0.919 -0.967 -0.343 -0.45
C 0.352 0.318 2.092 0.01
O 0.677 1.384 -0.886 -0.01
O 1.121 0.625 1.346 0.00
Cl 0.286 -2.188 -0.515 0.53
H -1.741 -1.440 -0.652 -0.06
H -0.759 -0.002 0.109 -0.05
H 0.983 2.270 -1.150 0.03
```

multiplicity = 1
LUMO energy (alpha / beta) = 0.13 / -2.10 eV

## x
Computed, not measured: an isolated molecule of C2H3ClO2, with ωB97M-V with the def2-TZVPD basis set.

Structure (XYZ):
```
8
Properties=species:S:1:pos:R:3:lowdin_charge:R:1
C 0.843 -1.140 -0.226 0.03
C 0.150 -0.055 0.092 -0.73
Cl -0.713 -0.098 1.679 0.64
O 0.087 1.140 -0.444 -0.10
O -1.216 1.550 -0.728 0.02
H 0.855 -1.874 0.492 0.03
H 1.644 -1.157 -0.952 0.08
H -1.651 1.634 0.088 0.03
```

multiplicity = 1
SMILES = C=C(Cl)OO
LUMO energy = 0.56 eV

## y
Computed, not measured: a structure of composition C2H3ClO2, with ωB97M-V with the def2-TZVPD basis set.

Structure (XYZ):
```
8
Properties=species:S:1:pos:R:3:lowdin_charge:R:1
C 1.044 -0.122 0.046 -0.11
C -0.731 0.493 0.442 -0.29
O -0.072 -0.630 0.747 0.04
O 0.404 1.073 -0.099 0.03
Cl -3.473 0.079 -0.302 0.32
H 1.760 -0.581 -0.565 0.10
H -4.207 -0.743 -1.062 -0.18
H -1.374 1.077 1.051 0.09
```

multiplicity = 1
LUMO energy (alpha / beta) = 0.60 / 0.61 eV

Out of the structures above, which one is the least stable? Solution: w.